ORCA calculation (the ωB97M-V functional and the def2-TZVPD basis) on a molecular structure, C46H96N2O26P2S7.

Positions of all 179 atoms, in Å:
N 0.15 -3.36 -1.46
H 0.37 -3.46 -2.44
H 0.42 -4.16 -0.91
H -0.82 -3.11 -1.27
H 0.59 -2.46 -1.33
N -0.06 2.55 2.70
H -0.33 2.96 1.82
H -0.69 2.79 3.46
H 0.84 2.81 3.06
H -0.11 1.55 2.62
C 1.45 -0.24 0.18
C 0.83 -1.21 -0.70
C -0.81 -1.30 -0.53
O -1.39 -2.20 -1.11
C -1.47 -0.33 0.34
C -0.77 0.67 0.95
C 0.73 0.60 0.97
O 1.44 1.37 1.71
O -1.46 1.67 1.39
O 1.40 -1.92 -1.53
H 2.53 -0.23 0.23
H -2.55 -0.35 0.30
C 3.55 2.97 0.60
C 4.47 2.03 1.40
C 3.70 1.50 2.66
S 2.99 3.06 3.31
O 4.00 3.80 4.00
O 1.70 2.76 3.91
C 2.77 3.78 1.63
H 2.88 2.46 -0.09
H 4.09 3.65 -0.06
H 5.45 2.49 1.56
H 4.56 1.10 0.83
H 4.26 0.90 3.38
H 2.77 0.98 2.45
H 3.13 4.80 1.78
H 1.71 3.70 1.38
C 0.90 3.01 -1.96
C 1.53 4.37 -1.64
C 0.43 5.31 -0.99
S -0.69 4.22 -0.08
O -2.09 4.39 -0.54
O -0.31 4.31 1.35
C 0.01 2.68 -0.72
H 1.67 2.26 -2.14
H 0.22 3.03 -2.81
H 1.93 4.82 -2.55
H 2.37 4.20 -0.96
H -0.15 5.73 -1.81
H 0.78 6.10 -0.33
H -0.79 1.97 -0.91
H 0.53 2.31 0.17
C -6.62 -0.54 1.64
C -5.22 -0.93 1.39
C -4.46 0.38 0.92
S -5.62 1.05 -0.41
O -5.34 0.43 -1.69
O -5.81 2.52 -0.32
C -7.10 0.24 0.41
H -6.72 -0.01 2.59
H -7.26 -1.40 1.82
H -5.27 -1.68 0.60
H -4.69 -1.32 2.26
H -3.46 0.20 0.51
H -4.50 1.17 1.66
H -7.74 -0.22 -0.34
H -7.79 0.98 0.81
C 3.18 -3.85 -2.55
C 2.62 -2.56 -3.27
C 2.06 -2.96 -4.60
S 1.13 -4.50 -4.17
O 1.08 -5.54 -5.20
O -0.08 -4.11 -3.37
C 2.35 -5.05 -2.93
H 3.17 -3.70 -1.47
H 4.23 -3.99 -2.80
H 3.34 -1.75 -3.23
H 1.80 -2.24 -2.63
H 2.86 -3.19 -5.30
H 1.33 -2.31 -5.07
H 2.96 -5.76 -3.49
H 1.81 -5.68 -2.23
C 5.38 -0.83 1.07
C 3.81 -0.81 0.79
C 3.69 -0.82 -0.74
S 5.01 -1.91 -1.42
O 5.70 -1.24 -2.56
O 4.54 -3.33 -1.44
C 6.10 -1.80 0.11
H 5.68 -1.02 2.10
H 5.72 0.19 0.88
H 3.22 0.00 1.20
H 3.43 -1.73 1.24
H 4.00 0.15 -1.12
H 2.72 -0.99 -1.20
H 7.06 -1.43 -0.25
H 6.25 -2.77 0.58
C -3.92 -2.83 0.02
C -3.65 -2.15 -1.33
C -3.52 -3.13 -2.53
S -2.65 -4.57 -1.78
O -1.24 -4.38 -2.09
O -3.31 -5.82 -2.13
C -2.94 -4.06 -0.07
H -4.96 -2.99 0.30
H -3.51 -2.26 0.86
H -2.76 -1.54 -1.22
H -4.42 -1.39 -1.47
H -3.04 -2.80 -3.45
H -4.48 -3.62 -2.69
H -1.95 -3.73 0.26
H -3.15 -4.89 0.59
C -3.93 4.90 2.03
C -3.96 3.83 0.89
C -2.78 2.88 1.22
S -2.98 2.51 3.05
O -1.68 2.57 3.77
O -3.91 1.41 3.21
C -3.77 4.13 3.40
H -4.84 5.51 2.03
H -3.09 5.58 1.94
H -3.91 4.25 -0.11
H -4.92 3.31 0.98
H -1.85 3.43 1.05
H -2.60 1.93 0.72
H -3.12 4.78 3.99
H -4.72 4.05 3.93
C -3.05 1.49 -0.75
C -2.47 0.46 -1.70
O -2.93 0.73 -3.02
P -1.75 1.13 -4.04
O -0.82 2.11 -3.49
O -2.44 1.55 -5.42
C -1.63 1.92 -6.48
C -2.51 2.46 -7.61
O -0.99 -0.30 -4.48
C 0.12 -0.80 -3.73
C -0.22 -2.23 -3.35
H -4.14 1.48 -0.67
H -2.74 1.31 0.28
H -2.72 2.47 -1.09
H -1.40 0.36 -1.51
H -2.80 -0.52 -1.35
H -1.05 2.79 -6.15
H -0.99 1.07 -6.71
H -3.11 1.63 -7.97
H -3.04 3.39 -7.39
H -1.86 2.55 -8.48
H 1.05 -0.78 -4.30
H 0.32 -0.12 -2.90
H -0.47 -2.86 -4.20
H 0.57 -2.58 -2.69
H -1.13 -2.27 -2.75
C 0.21 -3.05 2.12
C 1.12 -1.84 2.19
O 2.03 -2.25 3.19
P 3.07 -1.26 3.88
O 3.94 -0.47 2.99
O 3.85 -2.25 4.92
C 4.96 -3.01 4.53
C 5.67 -3.61 5.81
O 2.18 -0.34 4.87
C 1.69 0.86 4.40
C 1.30 1.58 5.69
H 0.58 -4.08 2.15
H -0.43 -3.06 3.00
H -0.45 -3.00 1.26
H 1.61 -1.52 1.27
H 0.66 -0.87 2.36
H 4.66 -3.79 3.82
H 5.58 -2.20 4.13
H 6.09 -2.88 6.50
H 4.90 -4.12 6.39
H 6.47 -4.29 5.52
H 2.45 1.46 3.89
H 0.80 0.74 3.78
H 0.88 2.53 5.36
H 0.53 1.02 6.23
H 2.22 1.66 6.27

Output
- Max |F|: 16.20 eV Å⁻¹
- Orbital gap: 5.63 eV
- Relative energy (zero: lowest compared OMol25 entry of this formula, charge and spin): 6911.9 kJ/mol
- Highest occupied orbital energy: -7.7 eV

Atom charges from the Löwdin analysis, given in e for atoms 1 to 99:
1. N 0.064
2. H -0.098
3. H 0.170
4. H -0.130
5. H -0.212
6. N 0.103
7. H 0.006
8. H -0.152
9. H -0.071
10. H 0.091
11. C -0.036
12. C -0.093
13. C -0.135
14. O -0.091
15. C 0.038
16. C -0.209
17. C -0.293
18. O -0.122
19. O -0.253
20. O -0.043
21. H 0.011
22. H 0.071
23. C -0.185
24. C -0.134
25. C -0.253
26. S 0.845
27. O -0.274
28. O -0.427
29. C -0.165
30. H 0.086
31. H 0.114
32. H 0.134
33. H 0.049
34. H 0.104
35. H 0.045
36. H 0.114
37. H 0.062
38. C -0.166
39. C -0.172
40. C -0.160
41. S 0.857
42. O -0.338
43. O -0.322
44. C -0.157
45. H 0.119
46. H 0.047
47. H 0.117
48. H 0.061
49. H 0.103
50. H 0.105
51. H 0.084
52. H 0.072
53. C -0.228
54. C -0.220
55. C -0.141
56. S 0.764
57. O -0.299
58. O -0.336
59. C -0.171
60. H 0.121
61. H 0.120
62. H 0.051
63. H 0.136
64. H 0.031
65. H 0.065
66. H 0.102
67. H 0.097
68. C -0.276
69. C -0.175
70. C -0.161
71. S 0.907
72. O -0.320
73. O -0.457
74. C -0.163
75. H 0.087
76. H 0.115
77. H 0.114
78. H -0.039
79. H 0.119
80. H 0.087
81. H 0.103
82. H 0.110
83. C -0.168
84. C -0.248
85. C -0.181
86. S 0.875
87. O -0.333
88. O -0.407
89. C -0.162
90. H 0.107
91. H 0.095
92. H 0.077
93. H 0.134
94. H 0.133
95. H 0.075
96. H 0.095
97. H 0.097
98. C -0.155
99. C -0.225

---

ORCA calculation (the ωB97M-V functional and the def2-TZVPD basis) on 7 unconnected molecules or ions with the total composition C47H104BCl2O5P.

Positions of all 160 atoms, in Å:
C 2.29 1.82 0.64
C 0.92 2.30 0.16
C 0.53 1.77 -1.22
C 0.10 0.30 -1.25
C -1.39 0.04 -1.20
C -2.05 0.35 0.15
C -3.40 1.07 0.12
C -3.42 2.54 -0.27
Cl -3.50 2.79 -2.07
O -2.27 3.17 0.22
C -2.53 4.54 0.27
O -1.64 5.40 -0.08
C -4.02 4.72 0.68
P -4.84 6.18 -0.13
O -4.26 5.91 -1.62
Cl -3.50 7.60 0.56
C -4.60 3.33 0.34
B -6.03 3.16 -0.37
O -6.73 2.00 -0.17
O -6.62 4.13 -1.14
H 3.08 2.47 0.26
H 2.33 1.87 1.73
H 2.49 0.79 0.36
H 0.17 2.04 0.91
H 0.93 3.39 0.12
H 1.40 1.89 -1.86
H -0.26 2.39 -1.63
H 0.47 -0.13 -2.18
H 0.61 -0.24 -0.44
H -1.87 0.59 -2.00
H -1.54 -1.02 -1.41
H -1.36 0.87 0.81
H -2.27 -0.60 0.62
H -4.04 0.54 -0.59
H -3.83 1.00 1.11
H -3.96 4.81 1.76
H -3.51 5.32 -1.67
H -4.75 2.84 1.30
H -6.38 1.45 0.52
H -6.12 4.40 -1.90
C -0.19 -2.71 1.96
C -0.57 -3.98 2.71
C -2.07 -4.27 2.70
C -2.92 -3.19 3.37
C -2.57 -2.90 4.82
C -2.75 -4.10 5.74
H -0.65 -1.83 2.41
H 0.89 -2.56 1.95
H -0.53 -2.77 0.92
H -0.20 -3.92 3.74
H -0.05 -4.83 2.26
H -2.25 -5.23 3.19
H -2.40 -4.38 1.67
H -3.97 -3.50 3.31
H -2.85 -2.26 2.79
H -3.21 -2.08 5.18
H -1.54 -2.53 4.90
H -3.78 -4.46 5.70
H -2.53 -3.83 6.77
H -2.09 -4.93 5.47
C -1.15 5.14 -4.51
C -0.75 3.73 -4.92
C 0.60 3.65 -5.62
C 0.70 4.42 -6.94
C -0.32 4.00 -7.99
C -0.19 2.55 -8.43
H -1.25 5.80 -5.38
H -2.10 5.14 -3.98
H -0.40 5.58 -3.85
H -1.53 3.30 -5.56
H -0.71 3.10 -4.03
H 0.85 2.60 -5.79
H 1.37 4.03 -4.94
H 1.71 4.28 -7.34
H 0.60 5.49 -6.74
H -0.20 4.65 -8.87
H -1.34 4.19 -7.62
H 0.81 2.35 -8.82
H -0.91 2.31 -9.21
H -0.37 1.86 -7.60
C -8.65 -2.88 4.02
C -8.15 -3.83 5.11
C -6.80 -4.46 4.80
C -6.76 -5.33 3.54
C -7.75 -6.49 3.54
C -7.51 -7.49 4.68
H -8.80 -3.40 3.07
H -9.60 -2.43 4.30
H -7.93 -2.07 3.85
H -8.90 -4.61 5.28
H -8.07 -3.28 6.05
H -6.48 -5.04 5.66
H -6.06 -3.66 4.69
H -5.74 -5.73 3.43
H -6.93 -4.71 2.66
H -7.67 -7.01 2.59
H -8.77 -6.11 3.60
H -6.50 -7.90 4.63
H -8.22 -8.32 4.62
H -7.64 -7.02 5.66
C -6.42 -0.76 10.77
C -5.83 -2.14 11.05
C -4.51 -2.40 10.32
C -4.60 -2.36 8.80
C -5.60 -3.34 8.19
C -5.27 -4.80 8.47
H -6.66 -0.63 9.71
H -7.35 -0.62 11.33
H -5.73 0.02 11.06
H -6.56 -2.91 10.78
H -5.66 -2.25 12.12
H -4.11 -3.36 10.64
H -3.78 -1.65 10.65
H -3.60 -2.56 8.39
H -4.85 -1.34 8.47
H -5.61 -3.19 7.11
H -6.61 -3.11 8.54
H -4.28 -5.06 8.10
H -6.00 -5.46 7.99
H -5.30 -5.02 9.54
C 8.43 2.12 -4.80
C 7.85 0.90 -4.11
C 6.35 0.73 -4.34
C 5.49 1.87 -3.80
C 5.65 2.15 -2.31
C 5.24 0.97 -1.43
H 8.00 3.05 -4.42
H 9.51 2.17 -4.64
H 8.26 2.08 -5.88
H 8.06 0.94 -3.04
H 8.35 0.00 -4.48
H 6.02 -0.21 -3.89
H 6.16 0.63 -5.41
H 4.44 1.65 -4.00
H 5.71 2.79 -4.36
H 5.03 3.02 -2.04
H 6.68 2.43 -2.09
H 4.20 0.70 -1.61
H 5.34 1.22 -0.37
H 5.86 0.10 -1.62
C 14.00 3.12 -7.00
C 14.28 1.62 -6.93
C 13.58 0.82 -8.02
C 12.05 0.89 -7.98
C 11.42 0.44 -6.66
C 11.71 -1.02 -6.31
H 12.94 3.34 -6.86
H 14.55 3.66 -6.23
H 14.30 3.53 -7.97
H 14.00 1.25 -5.94
H 15.36 1.46 -7.02
H 13.90 -0.23 -7.95
H 13.92 1.17 -9.00
H 11.65 0.27 -8.79
H 11.73 1.91 -8.19
H 10.34 0.58 -6.72
H 11.76 1.08 -5.84
H 11.35 -1.68 -7.10
H 11.21 -1.30 -5.38
H 12.77 -1.20 -6.17

Output
- Max |F|: 6.59 eV Å⁻¹
- Orbital gap: 9.42 eV
- Highest occupied orbital energy: -9.5 eV
- Structure (SMILES): CCCCCCC[C@]1(Cl)OC(=O)[C@@H](P(O)Cl)[C@H]1B(O)O.CCCCCC.CCCCCC.CCCCCC.CCCCCC.CCCCCC.CCCCCC

Atom charges from the Löwdin analysis, given in e for atoms 1 to 99:
1. C -0.101
2. C -0.255
3. C -0.201
4. C -0.202
5. C -0.193
6. C -0.170
7. C -0.147
8. C -0.706
9. Cl 0.819
10. O 0.006
11. C -0.381
12. O 0.033
13. C -0.338
14. P 0.635
15. O -0.358
16. Cl 0.267
17. C -0.181
18. B -0.682
19. O 0.196
20. O 0.131
21. H 0.063
22. H 0.068
23. H 0.059
24. H 0.080
25. H 0.105
26. H 0.105
27. H 0.087
28. H 0.108
29. H 0.103
30. H 0.077
31. H 0.107
32. H 0.094
33. H 0.098
34. H 0.128
35. H 0.124
36. H 0.128
37. H -0.011
38. H 0.137
39. H 0.089
40. H 0.076
41. C -0.114
42. C -0.264
43. C -0.224
44. C -0.223
45. C -0.256
46. C -0.103
47. H 0.061
48. H 0.071
49. H 0.071
50. H 0.099
51. H 0.105
52. H 0.101
53. H 0.110
54. H 0.095
55. H 0.091
56. H 0.103
57. H 0.100
58. H 0.060
59. H 0.058
60. H 0.073
61. C -0.097
62. C -0.270
63. C -0.230
64. C -0.229
65. C -0.271
66. C -0.112
67. H 0.068
68. H 0.050
69. H 0.080
70. H 0.101
71. H 0.081
72. H 0.100
73. H 0.110
74. H 0.109
75. H 0.102
76. H 0.103
77. H 0.097
78. H 0.074
79. H 0.068
80. H 0.064
81. C -0.106
82. C -0.260
83. C -0.242
84. C -0.227
85. C -0.265
86. C -0.107
87. H 0.066
88. H 0.070
89. H 0.073
90. H 0.101
91. H 0.097
92. H 0.083
93. H 0.093
94. H 0.105
95. H 0.103
96. H 0.105
97. H 0.099
98. H 0.075
99. H 0.069

---

| no. | total energy (eV) |
| --- | --- |
| 1 | -199829.491 |
| 2 | -95679.383 |